{"formula": "C27H49NO21", "method": "ωB97M-V with the def2-TZVPD basis set", "symbols": ["O", "O", "O", "O", "O", "O", "O", "O", "O", "O", "O", "O", "O", "O", "O", "O", "O", "O", "O", "O", "O", "N", "C", "C", "C", "C", "C", "C", "C", "C", "C", "C", "C", "C", "C", "C", "C", "C", "C", "C", "C", "C", "C", "C", "C", "C", "C", "C", "C", "H", "H", "H", "H", "H", "H", "H", "H", "H", "H", "H", "H", "H", "H", "H", "H", "H", "H", "H", "H", "H", "H", "H", "H", "H", "H", "H", "H", "H", "H", "H", "H", "H", "H", "H", "H", "H", "H", "H", "H", "H", "H", "H", "H", "H", "H", "H", "H", "H"], "coordinates": [[-1.077365, -1.812094, -0.037861], [-0.120474, -1.872213, -3.322381], [-1.225304, -0.943420, 3.149501], [2.116808, 1.158018, 0.680561], [1.119411, 2.202256, -3.680934], [-1.358559, 1.697917, 5.175877], [-2.997300, 3.116992, 4.881274], [-2.294883, -1.513154, -2.823965], [2.586201, -0.069889, 2.374742], [0.632675, -3.295823, 0.065800], [0.064484, 1.990272, -1.524111], [-3.756085, 1.579129, 0.878779], [2.528010, 2.194330, 2.678501], [2.163723, 2.829745, -1.610540], [-1.072676, -2.329427, 5.051667], [-2.790068, -0.920464, 4.991709], [-4.141590, 3.834538, 1.642547], [-0.726795, 4.016822, 5.135775], [-2.071368, 3.144629, 1.567457], [-1.448694, -3.570485, -3.008086], [-1.349910, -3.743591, 1.284758], [4.270536, 3.012536, -5.884174], [2.107301, -2.935689, -3.344382], [-1.134480, 2.108898, 1.607963], [2.902805, -0.560071, -0.821992], [1.114411, 2.379717, -2.262104], [1.937302, -1.010147, 1.515234], [2.425246, 1.202695, 1.946191], [3.308608, 3.051231, -2.344246], [-0.602926, -2.946615, 0.436115], [-2.420862, -1.434263, 0.188522], [-0.876113, 1.237171, -2.172066], [-1.699829, -1.399756, 4.398903], [1.281262, -4.392909, 0.687185], [0.036055, -3.014901, 4.510563], [-3.326662, 2.795452, 1.382973], [1.857818, -0.108023, 0.225466], [-0.265938, -4.193265, -3.448152], [-3.731336, -0.186894, 4.291693], [-5.565929, 3.657176, 1.478456], [0.005847, 1.411347, 5.567137], [2.967231, -0.173583, -5.453812], [-1.697023, 2.961989, 5.046377], [-1.333725, -2.270320, -3.007041], [3.582999, 2.134684, -6.084283], [0.633726, -2.965794, -3.892294], [-3.355160, 4.420964, 4.598824], [3.806119, -1.281806, -6.046588], [2.713970, 0.955017, -6.392161], [0.850390, -1.155762, 1.812125], [3.347587, -1.651040, -6.962363], [-0.099869, 0.333933, 5.746911], [-2.806563, -1.533699, 1.232358], [0.742417, -5.289818, 0.437797], [2.273243, -4.503868, 0.178297], [2.495246, -1.911454, 1.278769], [-2.999571, 4.775648, 3.648747], [-5.817760, 3.217708, 0.555826], [-6.042381, 4.626542, 1.504997], [0.636488, 1.667675, 4.680727], [-2.500276, -0.388019, 0.007662], [0.501432, -3.582859, 5.305458], [4.780417, -0.903314, -6.327198], [3.136942, 3.901325, -2.946486], [4.163369, 3.376636, -1.699386], [-1.159878, 1.452884, 2.505166], [0.348320, 1.927498, 6.467999], [2.948444, 0.607223, -7.362969], [2.203978, -3.415538, -2.400783], [-0.262952, 2.670818, 1.727750], [-1.110219, 1.575219, 0.643210], [-3.103489, -1.918171, -0.421241], [-5.874095, 2.985715, 2.247205], [1.641299, 1.213043, -6.315864], [-4.434386, 4.414778, 4.521921], [2.907011, 0.123732, -1.691488], [-4.113281, -0.727160, 3.412977], [3.333229, 0.039263, -4.445680], [3.666752, 2.160433, -2.874974], [0.883049, -0.036683, -0.129192], [-0.274313, -3.683745, 3.696990], [-4.576468, 0.051188, 4.869205], [1.998748, -0.522432, -5.194045], [2.787135, -3.604271, -3.810578], [-3.023500, 5.107252, 5.374157], [0.805262, -2.351820, 4.176908], [-1.905092, 1.192647, -1.650521], [-3.301463, 0.766206, 3.940987], [0.673732, -2.716839, -4.925731], [-1.162178, 1.521578, -3.186525], [2.568437, -1.922705, -3.454919], [-0.455259, 0.253354, -2.376058], [3.963973, -2.153930, -5.392214], [1.329701, -4.280113, 1.779291], [-0.539903, -4.902235, -4.212586], [3.914002, -0.667519, -0.448409], [2.755599, -1.551358, -1.207296], [0.185202, -4.736876, -2.596313]], "forces_ev_per_angstrom": [[2.2, -1.1, -0.3], [1.2, 0.3, 0.0], [-2.8, -2.4, 7.0], [0.2, 2.8, -0.5], [0.1, 1.0, 8.3], [-0.7, 1.2, 0.4], [1.7, -1.5, 0.0], [2.5, -1.7, -0.2], [0.3, -1.0, 1.6], [-0.7, 2.0, -0.7], [2.9, 2.5, 0.5], [2.4, 6.9, 3.2], [-0.1, -2.7, -2.4], [-2.7, -1.0, 1.4], [-1.2, 0.4, 1.3], [2.0, -2.2, 1.1], [0.8, -0.7, -0.5], [-6.2, -6.3, -0.7], [-2.5, 0.3, 0.5], [-0.6, -1.4, 0.2], [4.5, 4.2, -4.8], [1.2, 1.5, 0.5], [-1.0, 0.6, -0.7], [0.9, -1.4, -0.2], [-0.4, 0.8, -0.5], [-0.2, -1.7, -7.9], [-1.9, 2.1, -1.5], [0.3, 1.6, 3.0], [2.8, 0.4, -0.2], [-5.1, -4.7, 5.4], [-1.0, 0.9, 2.7], [-3.4, -2.2, -1.6], [2.1, 3.2, -7.7], [0.4, -0.6, -0.3], [0.5, -0.7, -0.7], [-3.0, -5.2, -3.1], [2.0, -2.9, -0.3], [1.4, 0.4, 0.2], [0.2, 1.3, -3.0], [0.8, 0.0, 0.3], [0.1, -0.4, -1.2], [0.2, -1.4, 1.5], [6.1, 5.1, 1.0], [-3.6, 3.1, 0.1], [-1.9, -2.1, -0.9], [1.1, -0.4, 1.7], [-1.2, 2.1, -0.1], [0.1, -0.5, -0.2], [0.1, 1.9, 1.2], [1.5, -0.3, 0.4], [-0.1, -0.1, -0.1], [0.7, 0.3, -0.1], [1.1, -0.4, -0.6], [-0.4, -0.4, 0.2], [-0.7, 0.5, 0.7], [0.2, 0.1, 0.7], [0.5, -0.1, -0.4], [0.1, -0.7, -1.3], [0.2, 0.3, 0.4], [-0.2, -0.4, 1.0], [0.3, 0.8, -0.4], [-0.4, -0.2, 0.4], [0.4, 0.1, 0.0], [-0.1, 0.5, -1.4], [-1.1, -0.5, 0.2], [-0.8, 0.2, -0.7], [-0.4, 0.2, -0.3], [0.1, 0.0, -1.3], [-0.5, 0.6, 1.6], [1.8, 0.6, -0.1], [-0.1, 0.0, 0.7], [-0.8, -1.3, -1.5], [-0.6, -0.2, 0.7], [0.7, 0.4, -0.2], [-0.3, 0.0, 0.2], [0.1, -0.2, 0.4], [0.4, 0.0, 0.2], [0.4, 0.8, -0.3], [-0.5, 0.3, -0.2], [-1.6, -0.5, -1.1], [-0.1, 0.3, 0.2], [-0.7, 0.0, 1.4], [-1.1, -0.8, 0.1], [0.3, -0.6, -1.7], [0.0, -0.1, 0.1], [0.2, 0.8, -0.5], [2.1, 0.1, -0.1], [-0.1, -0.5, 0.0], [-0.2, -0.4, -1.1], [0.5, 0.9, 0.1], [-0.7, -0.9, 0.5], [-0.3, -0.2, 0.6], [-0.1, 0.4, -0.1], [0.1, 0.1, -0.4], [0.2, -0.1, -0.4], [0.3, 0.7, 0.6], [-0.9, -0.4, -0.1], [-0.1, 0.3, -0.4]], "de_lowest_ev": 0.412, "smiles": "C[C@H]1COC(=O)O1.C[C@H]1COC(=O)O1.COC(=O)OC.COC(=O)OC.COC(=O)OC.COC(=O)OC.COC(=O)OC.CCCC#N", "e_tot_ev": -73273.9394, "e_homo_ev": -9.866, "fmax_ev_per_a": 8.840, "gap_ha": 0.367}



{"formula": "C4H6O", "method": "ωB97M-V with the def2-TZVPD basis set", "symbols": ["O", "C", "C", "C", "C", "H", "H", "H", "H", "H", "H"], "coordinates": [[3.164127, -0.287057, 0.036115], [-1.740760, -0.205192, 0.017336], [0.761568, -0.405595, -0.054190], [-0.351506, 0.335988, -0.024211], [2.094486, 0.273599, -0.023575], [0.763082, -1.508807, -0.105779], [-1.791357, -1.291296, 0.092664], [2.066767, 1.379103, -0.010201], [-2.279402, 0.172216, 0.890937], [-0.311215, 1.405443, -0.002018], [-2.375791, 0.131596, -0.817083]], "forces_ev_per_angstrom": [[-0.4, -0.1, -0.1], [-0.7, -0.1, 0.1], [0.5, 0.2, -0.2], [-0.2, -1.0, 0.0], [-0.1, -0.4, 0.2], [-0.1, 0.7, 0.1], [0.2, 0.0, -0.2], [-0.2, 0.1, -0.1], [0.2, 0.1, 0.1], [0.4, 0.6, 0.0], [0.4, -0.1, 0.0]], "de_lowest_ev": 0.091, "smiles": "C/C=C/C=O", "e_tot_ev": -6291.8266, "e_homo_ev": -9.834, "fmax_ev_per_a": 1.071, "gap_ha": 0.382}



{"formula": "C18H27ClN2SW", "method": "ωB97M-V with the def2-TZVPD basis set", "symbols": ["W", "Cl", "S", "N", "N", "C", "C", "C", "C", "C", "C", "C", "C", "C", "C", "C", "C", "C", "C", "C", "C", "C", "C", "H", "H", "H", "H", "H", "H", "H", "H", "H", "H", "H", "H", "H", "H", "H", "H", "H", "H", "H", "H", "H", "H", "H", "H", "H", "H", "H"], "coordinates": [[-0.031148, 0.175978, 0.305050], [0.186981, 0.564415, -4.811958], [0.579521, 2.048621, 1.700988], [0.846177, 2.494746, 4.317449], [-1.265080, 1.795238, 3.737266], [0.498715, 2.830862, 5.704803], [2.024137, -0.561672, -0.945073], [2.273795, -0.232415, 0.434813], [0.813825, -2.051228, 0.366012], [0.261975, 0.817196, -6.670493], [1.520893, -1.162305, 1.256196], [-1.683680, 1.743509, 5.138591], [-1.960245, -1.276465, 0.400186], [0.037588, -0.524216, -7.388604], [-0.830406, 1.811539, -7.098066], [-1.916444, -0.187009, 1.338885], [-2.009390, 0.695248, -0.824919], [1.115140, -1.668275, -0.988301], [-2.022749, -0.735495, -0.919518], [-0.012560, 2.076514, 3.371319], [1.640712, 1.377580, -7.057687], [-2.008657, 1.054856, 0.569094], [-1.001587, 2.851289, 5.911570], [0.964505, 2.089914, 6.366360], [1.785728, 2.700896, 3.987647], [3.002354, 0.481604, 0.799125], [2.437247, 0.683145, -6.774543], [-0.943786, -0.939740, -7.141293], [0.259763, -2.937435, 0.671985], [-1.824393, 1.430875, -6.845126], [-0.687856, 2.779998, -6.609655], [-2.011878, -2.327292, 0.676212], [-1.427240, 0.763846, 5.567354], [-2.770417, 1.853824, 5.157722], [0.078413, -0.397973, -8.483029], [-1.924794, 1.487897, 3.022696], [1.609298, -1.280015, 2.332743], [-1.401339, 3.819549, 5.587270], [-2.012276, -0.288752, 2.415899], [0.930098, 3.809041, 5.935177], [-2.191318, 2.048806, 0.961383], [-2.083802, 1.399123, -1.650358], [1.710626, 1.538337, -8.145896], [0.767693, -2.174179, -1.886872], [-0.806182, 1.981075, -8.186899], [-2.123168, -1.305329, -1.841794], [1.820517, 2.339910, -6.569419], [-1.227492, 2.739925, 6.976605], [0.808586, -1.249234, -7.111534], [2.483102, -0.086327, -1.809064]], "forces_ev_per_angstrom": [[1.4, -2.8, -1.4], [0.0, 0.1, -0.7], [0.6, 0.6, 0.6], [-0.4, -0.3, -1.5], [0.2, -0.3, -0.9], [0.2, -0.2, 0.4], [-0.4, 0.0, 0.8], [-0.4, -0.9, -0.4], [0.8, 0.6, 0.3], [0.1, 0.2, -1.7], [0.7, -0.5, -0.7], [-0.1, -0.2, 0.3], [-0.2, 1.0, 0.3], [0.0, -0.1, 0.5], [-0.1, 0.0, 0.5], [-1.6, 0.2, -0.4], [-0.6, 0.1, 0.5], [0.1, 0.9, 0.8], [0.5, 0.7, 0.5], [0.0, 0.2, 1.0], [0.0, 0.0, 0.5], [-1.3, -0.7, -0.2], [-0.3, 0.5, 0.0], [0.0, 0.1, -0.2], [-0.3, -0.1, 0.2], [-0.3, 0.0, -0.1], [-0.1, 0.1, 0.0], [0.1, 0.0, 0.0], [0.1, 0.4, -0.1], [0.1, 0.1, 0.0], [0.0, -0.1, 0.0], [0.2, 0.3, -0.2], [-0.1, 0.2, -0.2], [0.2, 0.0, 0.1], [0.0, 0.2, 0.4], [0.5, 0.5, 0.5], [-0.1, 0.1, -0.3], [0.0, -0.2, 0.1], [0.2, -0.2, -0.3], [0.0, -0.2, -0.1], [0.2, -0.2, -0.2], [0.1, -0.2, 0.2], [-0.3, -0.1, 0.4], [0.0, 0.3, 0.2], [0.2, -0.2, 0.4], [0.4, 0.2, 0.2], [0.0, -0.1, 0.0], [0.1, 0.1, -0.2], [-0.1, 0.1, 0.0], [-0.3, 0.0, 0.2]], "s_squared": 2.02, "de_lowest_ev": 0.000, "e_tot_ev": -47252.5382, "e_homo_ev": [-14.768, -14.801], "charge": 2, "fmax_ev_per_a": 3.475, "multiplicity": 3, "gap_ha": [0.283, 0.239]}



{"formula": "C38H27ClNO3SSiSn", "method": "ωB97M-V with the def2-TZVPD basis set", "symbols": ["Sn", "Cl", "S", "Si", "O", "O", "O", "N", "C", "C", "C", "C", "C", "C", "C", "C", "C", "C", "C", "C", "C", "C", "C", "C", "C", "C", "C", "C", "C", "C", "C", "C", "C", "C", "C", "C", "C", "C", "C", "C", "C", "C", "C", "C", "C", "C", "H", "H", "H", "H", "H", "H", "H", "H", "H", "H", "H", "H", "H", "H", "H", "H", "H", "H", "H", "H", "H", "H", "H", "H", "H", "H", "H"], "coordinates": [[0.009078, -0.555241, -0.626193], [0.619755, 5.482329, -4.747605], [-3.505288, -2.886282, 1.511803], [3.068863, 0.942050, 0.396509], [1.767418, 0.000576, 0.068278], [-0.617905, 1.340980, -0.769687], [0.594743, -0.447419, -2.732143], [-1.956668, -1.014969, 0.703632], [0.241055, 4.206489, -3.644654], [0.357134, -5.225062, 0.815303], [0.761144, 2.965415, -3.821667], [4.214558, 1.401057, -3.588691], [-0.876656, -3.181561, 0.600295], [1.373960, -3.333455, -0.284651], [3.131875, 3.938515, 3.279193], [3.473069, 2.859002, 2.472563], [4.861606, 2.630426, -3.585862], [0.998693, 4.077722, 2.184038], [-0.941930, 3.491238, -1.662148], [-4.110269, -1.259258, 1.563837], [5.598236, -0.343730, 0.764467], [4.464138, 2.828502, -1.220014], [4.311639, -0.142455, 1.268305], [0.451207, 1.928039, -2.908116], [0.209348, -2.621982, -0.071950], [3.797202, 1.598505, -1.203987], [-0.633708, 4.465583, -2.571065], [6.115174, -1.813291, 2.596430], [-2.021201, -2.311273, 0.892167], [3.688297, 0.892669, -2.405132], [3.942405, -0.791660, 2.451070], [-4.632540, 1.431909, 1.534637], [-5.354610, -0.823160, 2.007282], [-0.373313, 2.204266, -1.760109], [6.496830, -1.174440, 1.425656], [0.883567, 0.651318, -3.280258], [4.836750, -1.621941, 3.110415], [4.991632, 3.341006, -2.399679], [-3.139337, -0.372932, 1.093751], [-0.798302, -4.499248, 1.047547], [-3.401134, 0.998042, 1.090819], [1.893895, 4.549368, 3.135119], [-5.606342, 0.532709, 1.982169], [1.347307, 3.001580, 1.378415], [1.438724, -4.648670, 0.164780], [2.588704, 2.374236, 1.504095], [1.396124, 2.756166, -4.673257], [-1.059956, 5.455190, -2.471839], [0.027538, 4.546535, 2.074310], [-1.600747, 3.696552, -0.829276], [6.813997, -2.458582, 3.113079], [4.438702, 2.383114, 2.607129], [1.624780, 5.386123, 3.766814], [3.829428, 4.297873, 4.024853], [-6.095685, -1.524206, 2.366465], [7.492398, -1.320564, 1.026357], [4.541584, -2.116018, 4.027643], [1.526501, 0.586642, -4.161618], [0.422189, -6.247040, 1.162928], [5.503669, 4.294696, -2.392693], [-4.849794, 2.491433, 1.545670], [5.275419, 3.027120, -4.504134], [3.201497, -0.077330, -2.416055], [2.224374, -2.881471, -0.775313], [2.342408, -5.224434, 0.012568], [-1.621595, -4.947033, 1.592297], [5.905584, 0.150241, -0.151274], [4.132092, 0.833431, -4.508769], [4.564303, 3.400116, -0.303894], [0.634653, 2.634481, 0.650120], [-6.562689, 0.904662, 2.322978], [-2.639211, 1.686697, 0.761116], [2.948949, -0.643679, 2.862335]], "forces_ev_per_angstrom": [[1.4, 0.0, 0.8], [0.0, 0.0, 0.0], [-0.1, 0.0, 0.1], [0.2, 0.0, 0.2], [-0.9, -0.3, -0.4], [-0.6, -0.2, -0.7], [-0.2, 0.0, 0.7], [0.2, 0.2, -0.3], [-0.2, 0.5, 0.1], [0.1, -0.1, 0.0], [0.0, -0.2, 0.1], [0.0, 0.0, 0.1], [0.3, 0.0, -0.1], [-0.1, 0.0, 0.0], [0.0, 0.0, 0.0], [0.0, 0.0, 0.0], [0.0, 0.0, 0.0], [0.0, 0.0, 0.0], [0.2, -0.6, 0.4], [0.0, -0.1, 0.0], [0.0, -0.1, 0.1], [-0.1, -0.1, -0.2], [0.0, 0.1, -0.1], [-0.7, 0.7, 0.8], [-0.5, 0.4, -0.5], [-0.1, 0.1, 0.1], [0.2, 0.1, -0.4], [0.0, 0.0, 0.0], [0.0, 0.2, -0.1], [0.2, 0.1, 0.0], [0.2, -0.1, 0.0], [0.1, 0.1, 0.0], [0.0, 0.0, 0.0], [0.3, 0.0, -0.6], [0.0, 0.0, 0.0], [0.2, -0.8, 0.1], [0.0, 0.0, 0.0], [0.0, 0.0, 0.0], [0.1, 0.0, 0.0], [-0.1, 0.2, 0.0], [0.1, -0.1, 0.0], [0.0, 0.0, 0.0], [0.0, -0.1, 0.0], [0.0, 0.1, 0.0], [0.1, 0.0, 0.0], [0.0, -0.1, 0.0], [0.0, 0.0, 0.0], [0.0, 0.0, 0.0], [0.0, 0.0, 0.0], [0.0, 0.0, 0.0], [0.0, 0.0, 0.0], [0.0, 0.0, 0.0], [0.0, 0.0, 0.0], [0.0, 0.0, 0.0], [0.0, 0.0, 0.0], [0.0, 0.0, 0.0], [0.0, 0.0, 0.0], [-0.2, 0.0, -0.1], [0.0, 0.0, 0.0], [0.0, 0.0, 0.0], [0.0, 0.0, 0.0], [0.0, 0.0, 0.0], [0.1, 0.0, 0.0], [0.0, 0.0, 0.0], [0.0, 0.0, 0.0], [0.0, 0.0, 0.0], [0.0, 0.0, 0.0], [0.0, 0.0, 0.0], [0.0, 0.0, 0.0], [0.0, 0.0, 0.1], [0.0, 0.0, 0.0], [0.0, 0.1, -0.1], [0.0, 0.0, 0.0]], "de_lowest_ev": 0.814, "e_tot_ev": -84541.3153, "e_homo_ev": -11.129, "charge": 1, "fmax_ev_per_a": 1.623, "gap_ha": 0.268}